No. 1
The following is a DFT calculation (ωB97M-V/def2-TZVPD) of C51H58BN7O3P2Re as an isolated structure.

Geometry as XYZ:
```
123
Properties=species:S:1:pos:R:3:lowdin_charge:R:1
Re -1.2293 -0.5868 -0.0332 1.52
O -5.3035 -1.3950 1.0084 0.03
C -4.0957 -1.4445 0.7894 -0.49
N -3.3047 -0.4353 0.3987 -0.12
C -3.9666 0.8408 0.2511 -0.18
C -3.0599 1.9174 0.7575 -0.29
C -3.5067 3.2049 1.0316 -0.01
C -2.6039 4.1396 1.4989 -0.05
C -1.2817 3.7615 1.7027 -0.05
C -0.9196 2.4623 1.4081 -0.14
N -1.7877 1.5700 0.9321 0.00
C -3.3717 -2.7465 0.9985 -0.19
C -4.0945 -3.9119 1.2047 0.01
C -3.4028 -5.0932 1.3945 -0.04
C -2.0145 -5.0691 1.3811 -0.04
C -1.3770 -3.8613 1.1704 -0.12
N -2.0397 -2.7201 0.9842 0.04
H -4.9121 0.8398 0.7984 0.13
H -4.2054 1.0387 -0.8040 0.08
H -4.5490 3.4538 0.8832 0.12
H -2.9264 5.1492 1.7188 0.11
H -0.5482 4.4578 2.0842 0.10
H 0.0843 2.0929 1.5660 0.06
H -5.1730 -3.8532 1.2037 0.12
H -3.9344 -6.0232 1.5490 0.11
H -1.4318 -5.9685 1.5251 0.11
H -0.3005 -3.7982 1.1454 0.09
C 2.0594 2.7007 -3.9539 -0.09
C 1.3186 1.7459 -4.6386 -0.07
C 0.0645 1.3752 -4.1757 -0.08
C -0.4633 1.9546 -3.0236 -0.38
C 0.2963 2.8981 -2.3341 -0.10
C 1.5482 3.2768 -2.7995 -0.09
P -2.1367 1.6067 -2.3721 1.10
C -3.1856 2.5794 -3.5238 -0.36
C -2.7103 3.3388 -4.5882 -0.08
C -3.5878 4.0577 -5.3924 -0.09
C -4.9516 4.0214 -5.1487 -0.10
C -5.4379 3.2697 -4.0855 -0.09
C -4.5602 2.5663 -3.2777 -0.11
C -2.4894 -0.1155 -2.8758 -0.40
C -3.1005 -0.4390 -4.0881 -0.10
C -3.4054 -1.7554 -4.3954 -0.09
C -3.0957 -2.7497 -3.4772 -0.09
C -2.4842 -2.4251 -2.2749 -0.12
C -2.1649 -1.1060 -1.9345 -0.33
H 3.0407 2.9819 -4.3146 0.10
H 1.7302 1.2739 -5.5218 0.11
H -0.5074 0.6187 -4.7016 0.11
H -0.1059 3.3378 -1.4269 0.09
H 2.1260 4.0169 -2.2602 0.10
H -1.6479 3.3779 -4.7941 0.10
H -3.2001 4.6444 -6.2156 0.10
H -5.6336 4.5756 -5.7803 0.10
H -6.5008 3.2372 -3.8831 0.10
H -4.9493 1.9850 -2.4484 0.09
H -3.3552 0.3456 -4.7915 0.10
H -3.8855 -2.0001 -5.3344 0.10
H -3.3293 -3.7847 -3.6982 0.10
H -2.2280 -3.2341 -1.6008 0.09
O 0.3574 -1.9187 -2.5798 0.12
B 0.4211 -1.0441 -1.4729 -0.57
O 1.7659 -0.6295 -1.3405 0.08
C 2.4746 -1.2355 -2.3411 -0.21
C 3.8119 -1.1286 -2.6461 0.00
C 4.2629 -1.8525 -3.7518 -0.09
C 3.3990 -2.6472 -4.4986 -0.09
C 2.0458 -2.7500 -4.1721 0.01
C 1.6172 -2.0262 -3.0838 -0.21
H 4.4766 -0.5004 -2.0707 0.11
H 5.3072 -1.7963 -4.0298 0.10
H 3.7815 -3.1961 -5.3489 0.10
H 1.3589 -3.3543 -4.7487 0.12
N 0.2780 -0.4466 1.1443 -0.35
P 1.4836 -0.3070 2.0967 0.64
N 0.9611 -0.7019 3.6509 -0.18
C 1.1736 0.0523 4.8860 -0.21
C 0.0607 1.0702 5.1227 -0.18
C -1.2891 0.3570 5.1800 -0.20
C -1.4928 -0.5092 3.9398 -0.18
C -0.3052 -1.4424 3.7389 -0.23
N 2.7503 -1.3004 1.6349 -0.19
C 4.0478 -1.2594 2.3017 -0.20
C 4.1611 -2.2810 3.4317 -0.18
C 3.8795 -3.6801 2.8924 -0.20
C 2.5287 -3.7099 2.1824 -0.18
C 2.4687 -2.6314 1.0996 -0.20
N 2.1270 1.2461 2.0796 -0.18
C 2.9664 1.9673 3.0605 -0.20
C 3.9777 2.8999 2.3914 -0.19
C 4.7110 2.2104 1.2464 -0.18
C 3.7098 1.6526 0.2153 -0.16
C 2.2780 1.7878 0.7133 -0.23
H 2.1467 0.5145 4.8979 0.08
H 1.1736 -0.6707 5.7122 0.12
H 0.0629 1.7923 4.2988 0.10
H 0.2474 1.6176 6.0505 0.11
H -2.1040 1.0749 5.2913 0.11
H -1.3054 -0.2836 6.0698 0.11
H -1.5784 0.1193 3.0482 0.08
H -2.4142 -1.0913 4.0198 0.12
H -0.4388 -2.0372 2.8397 0.06
H -0.2170 -2.1291 4.5904 0.12
H 4.2447 -0.2541 2.6596 0.08
H 4.8147 -1.4766 1.5459 0.13
H 3.4300 -2.0343 4.2078 0.10
H 5.1565 -2.2305 3.8793 0.11
H 3.9146 -4.4200 3.6942 0.11
H 4.6629 -3.9486 2.1743 0.11
H 1.7327 -3.5252 2.9125 0.10
H 2.3527 -4.6933 1.7377 0.11
H 1.5013 -2.6049 0.6044 0.08
H 3.2223 -2.8440 0.3308 0.13
H 3.5343 1.2739 3.6769 0.09
H 2.3357 2.5529 3.7376 0.11
H 4.6846 3.2224 3.1588 0.11
H 3.4799 3.8030 2.0318 0.11
H 5.3250 1.4031 1.6523 0.10
H 5.4020 2.9131 0.7787 0.11
H 3.8956 0.5953 0.0292 0.08
H 3.7986 2.1693 -0.7424 0.11
H 1.6002 1.2603 0.0461 0.08
H 1.9716 2.8386 0.7248 0.11
```

Calculated values
Total energy: -91789.524 eV
Kohn-Sham gap (spin up / spin down): 7.185 / 7.633 eV
⟨S²⟩: 3.77
Multiplicity: 4
Energy relative to the best compared isomer or geometry (same formula, charge and spin): 2.0 kcal/mol


No. 2
The following is a DFT calculation (ωB97M-V/def2-TZVPD) of a 3-piece molecular cluster, C5H11N overall.

Geometry as XYZ:
```
17
Properties=species:S:1:pos:R:3:lowdin_charge:R:1
C -1.9477 -0.9798 0.0938 -0.21
N -0.8950 -1.4637 0.5695 0.11
C -1.7095 -0.5247 1.4434 -0.17
H -2.5162 -0.9884 -0.8277 0.10
H -1.2856 0.4647 1.6265 0.06
H -2.2331 -0.9799 2.2819 0.08
H -1.0882 1.3707 -0.7101 0.04
H -1.8200 1.3359 -0.8462 0.07
C 1.1068 1.4849 -0.0779 -0.08
C 1.4355 0.2152 0.1497 -0.27
C 1.8263 -0.7653 -0.9200 -0.12
H 0.8188 2.1613 0.7236 0.05
H 1.0978 1.8912 -1.0889 0.06
H 1.4238 -0.1621 1.1722 0.09
H 1.3974 -0.4843 -1.8891 0.07
H 1.4722 -1.7688 -0.6675 0.06
H 2.9170 -0.8067 -1.0332 0.07
```

Calculated values
Structure (SMILES): C1=NC1.[H][H].C=CC
Total energy: -6849.466 eV
Kohn-Sham gap: 10.690 eV
Energy relative to the best compared isomer or geometry (same formula, charge and spin): 93.7 kcal/mol


No. 3
The following is a DFT calculation (ωB97M-V/def2-TZVPD) of C14H20O8RbS2 as an isolated structure.

Geometry as XYZ:
```
45
Properties=species:S:1:pos:R:3:lowdin_charge:R:1
Rb 0.8815 0.0380 -0.9198 0.98
C -3.6440 1.4638 0.2613 -0.03
C -2.2925 1.3977 -0.1754 -0.40
C -2.0232 1.9809 -1.6602 -0.39
O -0.8538 2.0716 -2.1192 -0.19
C -3.1342 2.3879 -2.4320 -0.03
C -4.4424 2.4281 -1.9258 -0.41
C -4.7161 1.8603 -0.5542 -0.41
O -5.8909 1.7990 -0.1250 -0.04
O -5.3698 2.8866 -2.6264 -0.03
O -1.4026 0.9524 0.5822 -0.17
H -3.8096 1.0826 1.2601 0.09
H -2.8764 2.7305 -3.4245 0.09
C 4.7552 0.5584 1.1891 -0.25
S 4.0347 -1.0984 1.1332 0.82
O 2.5447 -0.9413 1.2337 -0.62
C 4.5099 -1.6381 -0.5380 -0.25
H 5.8442 0.6093 1.2037 0.06
H 4.4638 0.8780 2.1919 0.05
H 4.3184 1.2017 0.4250 0.03
H 4.2514 -2.6760 -0.7175 0.05
H 5.5704 -1.4392 -0.7100 0.05
H 4.0507 -1.0102 -1.3107 0.05
C 1.7810 3.1778 1.6129 -0.23
S 2.5091 3.5944 -0.0018 0.84
O 2.6314 2.2634 -0.6970 -0.69
C 1.0907 4.3638 -0.7817 -0.24
H 0.8728 2.5769 1.5430 0.06
H 1.5263 4.1357 2.0796 0.05
H 2.4876 2.6700 2.2639 0.04
H 0.7688 5.2829 -0.2856 0.06
H 0.1994 3.7305 -0.7975 0.05
H 1.4429 4.5667 -1.7907 0.06
O -0.6020 -2.1483 -0.0920 0.03
C -1.0345 -3.1989 0.2637 -0.46
O -1.0384 -3.5291 1.5756 0.05
C -1.7983 -4.6929 1.8216 -0.16
C -2.1495 -5.3290 0.4477 -0.14
C -1.4440 -4.3888 -0.5445 -0.07
H -2.7580 -4.4157 2.2714 0.12
H -1.4010 -5.3871 2.5612 0.12
H -3.2308 -5.3590 0.3322 0.11
H -1.8214 -6.3610 0.3239 0.10
H -2.1762 -4.1596 -1.3197 0.13
H -0.6255 -4.9163 -1.0277 0.13
```

Calculated values
Total charge: -1
Total energy: -53547.671 eV
Kohn-Sham gap: 3.939 eV
Energy relative to the best compared isomer or geometry (same formula, charge and spin): 0.0 kcal/mol


No. 4
The following is a DFT calculation (ωB97M-V/def2-TZVPD) of one molecule with the formula C2H3NOS2.

Geometry as XYZ:
```
9
Properties=species:S:1:pos:R:3:lowdin_charge:R:1
O -1.1379 1.8158 -0.2152 -0.09
N -0.1476 0.8731 0.1289 -0.18
C -0.2887 -0.4998 0.0599 -1.04
S -1.6494 -1.2800 -0.0678 0.77
C 1.0072 -1.0683 0.0184 -0.64
S 2.4053 -0.2209 -0.0892 0.75
H -2.0294 1.2713 0.2002 0.16
H 0.9001 1.3456 0.3177 0.14
H 0.9404 -2.2368 -0.3530 0.12
```

Calculated values
Structure (SMILES): ONC(=S)C=S
Total energy: -27326.662 eV
Kohn-Sham gap: 7.228 eV
Energy relative to the best compared isomer or geometry (same formula, charge and spin): 94.9 kcal/mol


No. 5
The following is a DFT calculation (ωB97M-V/def2-TZVPD) of one molecule with the formula C5H6Cl2.

Geometry as XYZ:
```
13
Properties=species:S:1:pos:R:3:lowdin_charge:R:1
C 0.3484 0.4972 1.8626 -0.04
C -0.0386 0.0272 0.4656 -0.32
C -1.2399 -0.1187 -0.3122 -0.66
Cl -2.8639 -0.2035 0.2188 0.66
C -0.4754 -0.3891 -1.5612 -0.22
C 0.8055 -0.2867 -0.7208 -0.71
Cl 2.0024 0.9640 -1.0898 0.60
H 0.5934 -0.4944 2.3402 0.10
H -0.5736 0.9486 2.3350 0.09
H 1.1987 1.1633 1.6409 0.06
H -0.6849 -1.3231 -2.1731 0.12
H -0.5214 0.5241 -2.3567 0.15
H 1.4493 -1.3088 -0.6493 0.15
```

Calculated values
Structure (SMILES): CC1=C(Cl)C[C@H]1Cl
Total energy: -30325.191 eV
Kohn-Sham gap: 9.724 eV
Energy relative to the best compared isomer or geometry (same formula, charge and spin): 19.7 kcal/mol